1.
C2H2FNO | ωB97M-V/def2-TZVPD

Results
**Energy above the lowest of the compared OMol25 structures with the same formula, charge and spin**: 50.7 kcal/mol
**E_HOMO**: -9.7 eV
**Maximum force**: 0.1138 hartree/bohr
**Calculated total energy**: -8358.419 eV
**Gap between HOMO and LUMO**: 9.94 eV

Geometry as ORCA input:
```
! wB97M-V def2-TZVPD RIJCOSX def2/J DEFGRID3
* xyz 0 1
C -0.0121 -0.6646 -1.2779
C -0.2971 -0.0963 1.0813
N -0.0470 0.1614 -0.2428
O -1.2661 0.0514 1.7561
F 0.4716 -0.1078 -2.3932
H 0.7489 -0.4869 1.3823
H 0.4018 1.1427 -0.3058
*
```

2.
C2H2FNO2 | ωB97M-V/def2-TZVPD

Results
**SMILES**: C=NOC(=O)F
**Energy above the lowest of the compared OMol25 structures with the same formula, charge and spin**: 58.3 kcal/mol
**E_HOMO**: -11.3 eV
**Maximum force**: 0.0799 hartree/bohr
**Calculated total energy**: -10406.655 eV
**Gap between HOMO and LUMO**: 12.02 eV

Geometry as ORCA input:
```
! wB97M-V def2-TZVPD RIJCOSX def2/J DEFGRID3
* xyz 0 1
C 1.7169 0.1218 0.0926
N 0.5668 0.5529 -0.0775
O -0.4034 -0.5075 -0.1032
C -1.7188 -0.2015 -0.0464
O -2.6266 -0.9121 -0.0902
F -1.8633 1.1550 -0.0045
H 2.5305 0.6654 -0.0928
H 1.7977 -0.8740 0.3220
*
```

3.
C2H2FNO2 | ωB97M-V/def2-TZVPD

Results
**Energy above the lowest of the compared OMol25 structures with the same formula, charge and spin**: 130.3 kcal/mol
**E_HOMO (spin up / spin down)**: -8.6 / -8.6 eV
**Maximum force**: 0.0489 hartree/bohr
**Calculated total energy**: -10403.531 eV
**Gap between HOMO and LUMO (spin up / spin down)**: 7.72 / 7.72 eV

Geometry as ORCA input:
```
! wB97M-V def2-TZVPD RIJCOSX def2/J DEFGRID3
* xyz 0 1
C -0.4442 0.3958 -0.6328
C -0.8545 -0.6577 0.1534
N 1.4088 0.3904 1.1600
O 0.6943 0.4980 -1.1802
O 1.9304 0.5061 0.1967
F -0.0606 -1.7260 0.2636
H -0.9531 1.3299 -0.8040
H -1.7211 -0.7365 0.8434
*
```

4.
C2H2FNO2 | ωB97M-V/def2-TZVPD

Results
**Energy above the lowest of the compared OMol25 structures with the same formula, charge and spin**: 167.4 kcal/mol
**E_HOMO (spin up / spin down)**: -10.2 / -9.9 eV
**Maximum force**: 0.0458 hartree/bohr
**Calculated total energy**: -10401.925 eV
**Gap between HOMO and LUMO (spin up / spin down)**: 9.55 / 8.56 eV

Geometry as ORCA input:
```
! wB97M-V def2-TZVPD RIJCOSX def2/J DEFGRID3
* xyz 0 1
C 0.0907 0.4324 0.4559
C -0.9704 1.1242 0.0899
N -3.2295 -0.3576 -0.0005
O -3.0419 -1.4990 -0.2616
O -4.1379 0.4213 -0.0556
F -1.1883 2.4125 0.0517
H 0.8733 1.0273 0.8310
H 0.0038 -0.6533 0.7819
*
```

5.
C2H2FO2Pm | ωB97M-V/def2-TZVPD

Results
**Energy above the lowest of the compared OMol25 structures with the same formula, charge and spin**: 124.6 kcal/mol
**E_HOMO (spin up / spin down)**: -12.0 / -12.0 eV
**Maximum force**: 0.0521 hartree/bohr
**Calculated total energy**: -25461.335 eV
**Gap between HOMO and LUMO (spin up / spin down)**: 6.00 / 6.11 eV

Geometry as ORCA input:
```
! wB97M-V def2-TZVPD RIJCOSX def2/J DEFGRID3
* xyz 1 6
F -1.7739 1.2005 0.3168
C -0.7483 0.3896 0.0793
C -0.8061 -0.9344 0.0765
H -1.6927 -1.4424 0.4455
O 0.3153 1.1721 -0.3612
O 1.3693 0.3476 -0.8597
H 0.1367 -1.4178 -0.3271
Pm 3.1997 0.6848 0.6299
*
```

6.
C2H2FO2Pt | ωB97M-V/def2-TZVPD

Results
**Energy above the lowest of the compared OMol25 structures with the same formula, charge and spin**: 105.0 kcal/mol
**E_HOMO (spin up / spin down)**: -7.7 / -10.3 eV
**Maximum force**: 0.1186 hartree/bohr
**Calculated total energy**: -12153.495 eV
**Gap between HOMO and LUMO (spin up / spin down)**: 7.86 / 8.33 eV

Geometry as ORCA input:
```
! wB97M-V def2-TZVPD RIJCOSX def2/J DEFGRID3
* xyz 0 4
F -1.7306 1.4118 0.1265
C -0.9118 0.4102 0.2861
C -0.9346 -0.8612 0.1278
H -1.6077 -1.6289 0.4845
O 0.6789 1.0800 -0.2052
O 1.4124 -0.0415 -0.7705
H 0.4345 -1.0175 -0.4341
Pt 2.6590 0.6472 0.3848
*
```

7.
C2H2FO2Rb | ωB97M-V/def2-TZVPD

Results
**Energy above the lowest of the compared OMol25 structures with the same formula, charge and spin**: 92.9 kcal/mol
**E_HOMO (spin up / spin down)**: -6.0 / -5.9 eV
**Maximum force**: 0.0791 hartree/bohr
**Calculated total energy**: -9569.437 eV
**Gap between HOMO and LUMO (spin up / spin down)**: 4.98 / 4.82 eV

Geometry as ORCA input:
```
! wB97M-V def2-TZVPD RIJCOSX def2/J DEFGRID3
* xyz 0 1
H -0.6043 -1.6445 -0.5799
C -0.2262 -0.0116 -0.7472
C -0.6547 -0.2941 0.5922
O -0.9118 -1.5538 0.6718
O 0.8269 0.7672 -0.9481
H -1.1121 0.1105 -1.4008
F 0.2438 0.1833 1.5596
Rb 2.4383 2.4431 0.8523
*
```

8.
C2H2FO2Rh | ωB97M-V/def2-TZVPD

Results
**Energy above the lowest of the compared OMol25 structures with the same formula, charge and spin**: 21.2 kcal/mol
**E_HOMO (spin up / spin down)**: -12.6 / -17.0 eV
**Maximum force**: 0.0665 hartree/bohr
**Calculated total energy**: -11911.726 eV
**Gap between HOMO and LUMO (spin up / spin down)**: 8.06 / 7.31 eV

Geometry as ORCA input:
```
! wB97M-V def2-TZVPD RIJCOSX def2/J DEFGRID3
* xyz 1 6
F 3.7952 -0.8852 0.4575
O -1.8162 2.0436 0.1725
C -1.4108 1.1775 -0.5284
C -0.7626 -0.1430 -0.0992
O 0.5209 -0.2726 -0.5192
Rh 2.0753 -0.7544 0.1180
H -1.3914 -0.9224 -0.5797
H -1.0104 -0.2434 0.9786
*
```

9.
C2H2FO2S | ωB97M-V/def2-TZVPD

Results
**SMILES**: C=C([O-])OSF
**Energy above the lowest of the compared OMol25 structures with the same formula, charge and spin**: 55.5 kcal/mol
**E_HOMO (spin up / spin down)**: -3.6 / -3.6 eV
**Maximum force**: 0.0888 hartree/bohr
**Calculated total energy**: -19752.913 eV
**Gap between HOMO and LUMO (spin up / spin down)**: 7.19 / 7.16 eV

Geometry as ORCA input:
```
! wB97M-V def2-TZVPD RIJCOSX def2/J DEFGRID3
* xyz -1 1
C 0.0556 -0.2716 -0.8544
C -0.7765 -0.8144 0.2686
O -1.6641 -1.5691 -0.0883
O -0.5909 -0.3793 1.4893
S 0.5613 1.1657 1.1919
F 1.5983 2.3437 0.5354
H -0.2767 0.1419 -1.8376
H 1.0930 -0.6168 -0.7048
*
```

10.
C2H2FO2Sc | ωB97M-V/def2-TZVPD

Results
**Energy above the lowest of the compared OMol25 structures with the same formula, charge and spin**: 0.0 kcal/mol
**E_HOMO (spin up / spin down)**: -13.8 / -16.4 eV
**Maximum force**: 0.0688 hartree/bohr
**Calculated total energy**: -29613.557 eV
**Gap between HOMO and LUMO (spin up / spin down)**: 7.47 / 9.80 eV

Geometry as ORCA input:
```
! wB97M-V def2-TZVPD RIJCOSX def2/J DEFGRID3
* xyz 1 2
Sc 0.2900 0.6686 -0.8020
F -1.3496 0.8175 -1.8720
O -0.4813 0.7717 1.1070
C -0.8659 -0.4059 1.4505
C -0.1448 -1.4977 0.8716
O 0.5996 -1.2588 -0.1463
H -1.4475 -0.5534 2.3700
H -0.1517 -2.4907 1.3391
*
```